# 1
Entry from the OMol25 dataset: a structure of composition C22H27Br6F15O10 at a distorted geometry (ωB97M-V with the def2-TZVPD basis set).

For the largest force on an atom, the calculation gives 2.9 eV/Å. For the molecular weight, the calculation gives 1215.84 g/mol. Its energy above the lowest of the compared OMol25 structures with the same formula, charge and spin is 21.2 kcal per mole. The value obtained for the LUMO energy is -0.1 eV.

Atoms and positions in Å:
C (-1.10664, 1.79078, -4.45215)
Br (-0.15183, 1.39127, -6.10888)
Br (-2.86004, 2.48439, -4.79847)
Br (0.04455, 2.85511, -3.26396)
H (-1.20464, 0.84072, -3.94318)
C (0.93684, -2.46630, -5.39064)
Br (0.82004, -2.06306, -7.30205)
Br (2.80978, -2.76975, -5.03102)
Br (-0.23964, -4.00174, -5.06946)
H (0.57517, -1.59760, -4.85767)
C (3.34626, 1.34704, 2.63776)
C (4.20759, 0.09333, 2.38001)
O (4.36692, -0.19722, 1.01356)
C (3.39369, -0.81868, 0.34806)
O (2.31809, -1.05810, 0.80482)
C (3.70262, -1.14036, -1.12878)
F (2.83192, -0.43079, -1.86217)
F (4.93853, -0.86076, -1.50422)
F (3.46351, -2.43278, -1.34112)
H (3.91195, 2.23022, 2.34210)
H (3.11191, 1.35510, 3.70089)
H (2.43518, 1.27661, 2.04779)
H (3.66275, -0.69830, 2.90766)
H (5.14303, 0.11458, 2.93447)
C (-3.70914, 9.82493, 0.50984)
C (-3.41243, 9.19641, -0.84802)
O (-3.43046, 7.76568, -0.73663)
C (-2.52550, 7.12458, -1.45336)
O (-1.79628, 7.58254, -2.27083)
C (-2.49103, 5.61275, -1.14352)
F (-3.41233, 5.20324, -0.29790)
F (-2.67112, 4.94363, -2.30139)
F (-1.25702, 5.29958, -0.73368)
H (-3.66391, 10.91350, 0.47167)
H (-3.10853, 9.51525, 1.36013)
H (-4.76325, 9.59056, 0.68684)
H (-2.47366, 9.62015, -1.20733)
H (-4.13155, 9.47717, -1.61613)
C (2.19696, -0.79190, 8.42688)
C (2.32797, 0.09806, 7.20981)
O (1.12187, 0.02765, 6.43851)
C (1.13868, -0.70054, 5.33952)
O (2.05763, -1.39942, 5.01908)
C (-0.14887, -0.58626, 4.51977)
F (-0.71756, -1.78348, 4.43513)
F (-0.99257, 0.29845, 5.01911)
F (0.21347, -0.21575, 3.29331)
H (1.48838, -0.31498, 9.11095)
H (3.15082, -1.03768, 8.88034)
H (1.60618, -1.67904, 8.18180)
H (3.21642, -0.11977, 6.62114)
H (2.40173, 1.13117, 7.55195)
C (0.96241, -6.32826, -2.70533)
C (-0.13923, -6.89914, -3.58572)
O (-1.39908, -6.24029, -3.34004)
C (-2.20789, -6.68662, -2.41290)
O (-1.97591, -7.53373, -1.61233)
C (-3.59980, -5.98729, -2.49221)
F (-4.38826, -6.73271, -3.28581)
F (-4.13394, -5.97802, -1.26147)
F (-3.54020, -4.73926, -2.94232)
H (0.98305, -5.24756, -2.79637)
H (1.93399, -6.72215, -3.01012)
H (0.80565, -6.72974, -1.70535)
H (-0.35196, -7.94677, -3.34915)
H (-0.00421, -6.88890, -4.66468)
C (-0.74352, 1.47151, 0.39687)
C (-0.71811, 0.54751, -0.81532)
O (-0.64209, -0.77897, -0.30913)
C (-0.61340, -1.75897, -1.19422)
O (-0.53251, -1.60937, -2.36873)
C (-0.61456, -3.12337, -0.47318)
F (-1.24604, -4.00873, -1.27421)
F (0.63671, -3.55064, -0.24927)
F (-1.26608, -3.08539, 0.70251)
H (-0.93508, 2.47392, 0.00075)
H (0.12968, 1.65133, 1.02492)
H (-1.53796, 1.13918, 1.06408)
H (0.10775, 0.76258, -1.49026)
H (-1.64189, 0.68960, -1.38136)

Cartesian forces (eV/Å) of the 2 atoms listed first:
0.8 -0.2 -0.1
-0.3 0.1 0.4

=====

# 2
Entry from the OMol25 dataset: an isolated molecule of C22H27BrN4O4 at a distorted geometry (ωB97M-V with the def2-TZVPD basis set).

For the largest force on an atom, the calculation gives 1.2 eV/Å. For the molecular weight, the calculation gives 491.39 g/mol. Its energy above the lowest of the compared OMol25 structures with the same formula, charge and spin is 49.9 kcal per mole. The value obtained for the LUMO energy is -0.4 eV.

Atoms and positions in Å:
C (-0.17818, -4.09286, -1.94033)
C (1.07586, -4.49967, -1.17623)
C (1.50467, -3.44066, -0.15149)
C (2.68234, -3.91509, 0.71302)
C (2.28963, -4.98641, 1.72262)
N (1.92311, -2.24199, -0.84313)
C (1.28629, -1.07624, -0.98827)
C (-0.00396, -0.84299, -0.45300)
C (-0.63018, 0.36411, -0.57144)
C (-0.02479, 1.45062, -1.22770)
C (-0.76105, 2.77274, -1.23158)
C (0.01728, 3.94830, -1.83726)
C (-0.74232, 5.23258, -1.52054)
N (-1.78700, 5.47862, -2.33875)
O (-0.43669, 5.96366, -0.60608)
N (-1.11706, 3.07925, 0.14217)
C (-2.38755, 3.22540, 0.56378)
O (-3.34398, 3.21220, -0.17938)
C (-2.49802, 3.28234, 2.09031)
C (-2.07738, 1.91603, 2.54614)
C (-2.94865, 0.84161, 2.39187)
C (-2.52705, -0.45345, 2.62653)
C (-1.21752, -0.67146, 3.01777)
Br (-0.59649, -2.45574, 3.24691)
C (-0.34224, 0.37996, 3.21834)
C (-0.77950, 1.67034, 2.98103)
C (1.21027, 1.24923, -1.78606)
C (1.87111, 0.01472, -1.69251)
N (3.12927, -0.06528, -2.32870)
O (3.55426, 0.92136, -2.90486)
O (3.76028, -1.12255, -2.29026)
H (-1.01816, -3.97054, -1.26012)
H (-0.43868, -4.85696, -2.66828)
H (-0.02444, -3.15585, -2.47090)
H (1.89702, -4.65967, -1.87831)
H (0.88827, -5.43757, -0.65474)
H (0.66515, -3.21466, 0.50929)
H (3.47705, -4.28848, 0.06378)
H (3.07189, -3.05042, 1.25462)
H (1.47860, -4.63397, 2.35581)
H (1.97106, -5.89946, 1.22770)
H (3.13969, -5.22616, 2.35592)
H (2.82347, -2.30556, -1.31527)
H (-0.50970, -1.64749, 0.05301)
H (-1.61724, 0.49302, -0.15205)
H (-1.71966, 2.65333, -1.75472)
H (0.12824, 3.81886, -2.91288)
H (1.00106, 4.02080, -1.37237)
H (-2.11751, 4.79390, -2.99488)
H (-2.40032, 6.24440, -2.11159)
H (-0.35633, 3.17382, 0.79554)
H (-3.53308, 3.49520, 2.35420)
H (-1.84772, 4.06149, 2.48613)
H (-3.95929, 1.02145, 2.05760)
H (-3.20179, -1.28462, 2.48902)
H (0.67065, 0.19374, 3.54077)
H (-0.09544, 2.49256, 3.13520)
H (1.72245, 2.03016, -2.32540)

Cartesian forces (eV/Å) of the 2 atoms listed first:
0.2 -0.1 0.0
-0.3 0.2 0.2

=====

# 3
Entry from the OMol25 dataset: a structure of composition C22H27EuO2 at a distorted geometry (ωB97M-V with the def2-TZVPD basis set).

As for the spin multiplicity: 8. Its total charge is -1. For the largest force on an atom, the calculation gives 4.2 eV/Å. For the molecular weight, the calculation gives 475.42 g/mol. The expectation value of S² is 15.79. The value obtained for the LUMO energy (spin up / spin down) is 2.2 / 2.2 eV.

Atoms and positions in Å:
C (0.79170, -1.74856, 1.72270)
C (-0.75498, -1.84117, 1.65272)
C (-1.08012, -2.14285, 0.36996)
H (-1.43362, -1.33975, 2.41764)
C (0.14235, -2.41305, -0.35170)
C (1.25840, -2.03688, 0.44649)
H (2.30618, -2.09209, 0.19340)
H (1.40627, -1.24898, 2.54146)
H (-2.09264, -2.24953, 0.01780)
H (0.19559, -2.76086, -1.36574)
C (-1.16480, 2.16227, 0.19339)
C (-1.15747, 1.73779, 1.47996)
C (0.29833, 1.63468, 1.90810)
H (-1.93620, 1.22249, 2.08779)
C (1.10237, 2.04336, 0.76684)
C (0.20152, 2.43726, -0.23229)
H (0.46730, 2.78071, -1.21381)
H (-2.05022, 2.25731, -0.39559)
H (0.78134, 1.33972, 2.86768)
H (2.18330, 2.08941, 0.78570)
Eu (0.13684, 0.00746, -0.13898)
O (-0.89745, 0.09838, -1.83166)
C (-1.13613, -0.78466, -2.78910)
C (0.03836, -0.95668, -3.67329)
H (-1.46105, -1.74939, -2.37018)
H (-1.96824, -0.31707, -3.28864)
H (0.77520, -1.68834, -3.34612)
H (0.95550, -2.02574, -5.90468)
C (0.73432, -0.96258, -6.00500)
C (0.22691, -0.27430, -4.85407)
C (-0.06190, 1.12402, -5.02935)
H (-0.43346, 1.68989, -4.17368)
C (0.13872, 1.75014, -6.24316)
H (-0.08825, 2.80982, -6.33834)
C (0.62400, 1.04053, -7.34614)
H (0.77318, 1.54395, -8.29703)
C (0.91623, -0.32066, -7.21400)
H (1.29444, -0.88036, -8.06635)
C (-1.04074, 0.95036, 4.22958)
C (-0.01497, -0.05752, 3.77902)
C (1.45497, 0.12430, 4.35905)
C (-0.38222, -1.37385, 4.32262)
O (0.00624, 0.09993, 2.24299)
H (-0.91674, 0.88606, 5.30564)
H (-2.08778, 0.65631, 4.05618)
H (-0.92778, 2.02146, 4.02644)
H (1.26575, 0.18693, 5.44783)
H (2.16304, -0.73204, 4.27583)
H (2.07248, 1.01517, 4.18819)
H (-1.42062, -1.68901, 4.29999)
H (0.25339, -2.23217, 4.09710)
H (-0.26321, -1.22680, 5.40311)

Cartesian forces (eV/Å) of the 2 atoms listed first:
-1.0 -1.3 0.6
2.0 0.6 1.8

=====

# 4
Entry from the OMol25 dataset: a structure of composition C22H27F5IN2O12 at a distorted geometry (ωB97M-V with the def2-TZVPD basis set).

Its total charge is +1. For the largest force on an atom, the calculation gives 1.5 eV/Å. For the molecular weight, the calculation gives 733.35 g/mol. The value obtained for the LUMO energy is -4.5 eV.

Atoms and positions in Å:
C (4.52396, 0.72747, -3.19529)
C (3.78881, 0.92055, -4.51946)
N (3.19441, 2.27626, -4.58164)
C (1.83041, 2.33954, -4.40123)
C (1.15236, 1.41254, -3.65700)
C (-0.19748, 1.47470, -3.44727)
C (-0.84384, 0.38790, -2.63177)
C (-1.25362, -0.73411, -3.60103)
F (-2.44438, -0.35956, -4.19728)
C (-0.86999, 2.51292, -3.97024)
N (-0.22761, 3.44640, -4.68493)
I (-1.42854, 4.98843, -5.35598)
C (1.08778, 3.38956, -4.92748)
C (1.69613, 4.48974, -5.74491)
H (5.45937, 1.28417, -3.23277)
H (4.81387, -0.31659, -3.07056)
H (3.95207, 1.08244, -2.33913)
H (3.08348, 0.12157, -4.74570)
H (4.54209, 0.88664, -5.30588)
H (3.50580, 2.76344, -5.40604)
H (1.68232, 0.58422, -3.20443)
H (-1.72974, 0.81732, -2.16562)
H (-0.12550, 0.01570, -1.89325)
H (-0.51290, -0.75004, -4.40121)
H (-1.33612, -1.70202, -3.11443)
H (-1.93369, 2.59854, -3.81878)
H (1.13255, 4.68327, -6.65333)
H (1.73235, 5.38687, -5.12478)
H (2.71100, 4.26656, -6.05446)
C (-0.19882, -0.86809, 2.31244)
C (0.05101, -2.25183, 1.76557)
O (0.57477, -1.97372, 0.47073)
C (1.19279, -0.76625, 0.55273)
O (1.95890, -0.34841, -0.25953)
O (0.83521, -0.10545, 1.66887)
F (-1.09376, -2.95721, 1.63643)
H (-1.17215, -0.47865, 2.01911)
H (-0.10806, -0.81335, 3.39383)
H (0.77530, -2.84147, 2.32978)
C (-5.41836, -0.00317, 1.96011)
C (-4.40801, -0.29966, 3.03882)
O (-3.92026, 0.98300, 3.37136)
C (-4.93588, 1.86933, 3.11954)
O (-4.96983, 2.98177, 3.51289)
O (-5.89484, 1.28623, 2.34942)
F (-3.37066, -1.04999, 2.56095)
H (-4.95611, 0.06159, 0.97283)
H (-6.22821, -0.72756, 1.92600)
H (-4.82336, -0.77549, 3.92551)
C (-5.25856, -2.75089, 8.02118)
C (-4.55124, -2.93396, 6.70085)
O (-5.05041, -1.84905, 5.93322)
C (-5.35707, -0.85013, 6.82201)
O (-5.54504, 0.27553, 6.50945)
O (-5.40563, -1.32833, 8.08506)
F (-4.90138, -4.09660, 6.10142)
H (-6.24292, -3.22059, 8.02498)
H (-4.68372, -3.12128, 8.86594)
H (-3.46316, -2.86980, 6.75674)
C (5.33073, -1.07137, 0.09877)
C (6.04901, -1.38084, 1.38839)
O (6.47902, -2.71331, 1.18385)
C (6.65283, -2.87597, -0.16310)
O (7.24332, -3.76740, -0.66500)
O (6.05243, -1.86227, -0.84742)
F (5.20743, -1.34299, 2.45129)
H (4.28821, -1.39420, 0.12346)
H (5.36776, -0.01656, -0.16360)
H (6.91342, -0.74603, 1.59098)

Cartesian forces (eV/Å) of the 2 atoms listed first:
0.2 -0.2 -0.2
1.1 0.5 0.3

=====

# 5
Entry from the OMol25 dataset: a structure of composition C22H27GeIrN3O2 (ωB97M-V with the def2-TZVPD basis set).

As for the spin multiplicity: 5. Its total charge is +1. For the largest force on an atom, the calculation gives 0.7 eV/Å. For the molecular weight, the calculation gives 630.30 g/mol. Its energy above the lowest of the compared OMol25 structures with the same formula, charge and spin is 2.5 kcal per mole. The expectation value of S² is 6.02. The value obtained for the LUMO energy (spin up / spin down) is -2.3 / -5.4 eV.

Atoms and positions in Å:
Ir (-0.08966, 0.70844, 0.52253)
C (-3.10229, -2.39131, 1.68284)
C (-1.97374, -1.47866, 2.06386)
N (-1.28368, -1.77934, 3.14821)
O (-1.75534, -0.48299, 1.32937)
H (-3.50004, -2.94227, 2.53262)
H (-2.70429, -3.10343, 0.95860)
H (-3.89150, -1.81492, 1.20733)
H (-1.52496, -2.61765, 3.64789)
H (-0.42018, -1.29335, 3.39606)
N (1.52623, -0.10994, 3.10616)
C (0.95460, 0.19490, 2.14641)
Ge (1.63483, -0.68831, -0.66439)
C (1.55446, -0.43609, -2.57352)
C (2.74909, -0.24958, -3.26978)
C (2.74880, -0.13034, -4.65342)
C (1.55339, -0.19839, -5.35268)
C (0.35631, -0.38074, -4.67034)
C (0.35663, -0.49520, -3.28978)
C (0.94746, -2.38705, -0.00072)
C (-0.02978, -3.09801, -0.70428)
C (-0.51624, -4.30075, -0.21465)
C (-0.03377, -4.80817, 0.98564)
C (0.93798, -4.11295, 1.69216)
C (1.42077, -2.90613, 1.20784)
H (3.03928, -0.35615, -0.15433)
H (3.69065, -0.20073, -2.73483)
H (3.68130, 0.01170, -5.18307)
H (1.55235, -0.10902, -6.43092)
H (-0.57648, -0.43132, -5.21682)
H (-0.58808, -0.61259, -2.76781)
H (-0.39866, -2.73020, -1.65308)
H (-1.25999, -4.85139, -0.77660)
H (-0.40335, -5.75409, 1.36098)
H (1.33108, -4.51793, 2.61628)
H (2.17440, -2.37105, 1.77112)
C (-0.87642, 2.22982, -1.89271)
O (-1.16285, 1.16571, -1.00303)
H (-0.37887, 1.82590, -2.77537)
H (-0.22979, 2.98702, -1.43900)
H (-1.82874, 2.66694, -2.18973)
C (-2.67712, 2.76036, 1.37892)
C (-1.33806, 3.35000, 1.57467)
C (-1.00475, 4.66313, 2.04466)
C (0.35384, 4.74572, 2.05134)
C (0.85152, 3.48274, 1.58599)
C (2.25860, 3.06688, 1.43537)
N (-0.19204, 2.66949, 1.30640)
H (-3.45324, 3.43219, 1.73586)
H (-2.74714, 1.80603, 1.90306)
H (-2.84260, 2.54708, 0.31911)
H (-1.72185, 5.41299, 2.33577)
H (0.97155, 5.57807, 2.34729)
H (2.92324, 3.92422, 1.49921)
H (2.42053, 2.55277, 0.48526)
H (2.51663, 2.35796, 2.23207)

Cartesian forces (eV/Å) of the 2 atoms listed first:
0.1 0.0 0.7
0.0 0.0 0.0

=====

# 6
Entry from the OMol25 dataset: an isolated molecule of C22H27N3O2S2 at a distorted geometry (ωB97M-V with the def2-TZVPD basis set).

For the largest force on an atom, the calculation gives 1.4 eV/Å. For the molecular weight, the calculation gives 429.61 g/mol. Its energy above the lowest of the compared OMol25 structures with the same formula, charge and spin is 3.8 kcal per mole. The value obtained for the LUMO energy is 0.5 eV.

Atoms and positions in Å:
C (-2.60772, 2.41857, 4.86620)
C (-1.11277, 2.62471, 4.59159)
N (-0.79374, 3.55989, 3.53297)
C (-0.92238, 4.95906, 3.89845)
C (0.40281, 5.50351, 4.42978)
C (-1.30849, 3.21740, 2.22601)
C (-0.27953, 3.56639, 1.14427)
C (0.96987, 2.69292, 1.27561)
N (0.69774, 1.32411, 0.86903)
C (0.51103, 0.36218, 1.85383)
O (0.89252, 0.53758, 2.99072)
C (-0.22274, -0.84840, 1.45926)
C (0.08029, -2.13809, 1.78685)
C (-0.89284, -3.05816, 1.34506)
C (-1.93731, -2.45220, 0.72311)
S (-1.74824, -0.74962, 0.64093)
C (0.74191, 0.99523, -0.45452)
N (0.73613, -0.20074, -0.91882)
C (0.82191, -0.24707, -2.28014)
C (0.79360, -1.54513, -2.93614)
C (0.69114, -2.69712, -2.16032)
C (0.64743, -3.95093, -2.73834)
C (0.70877, -4.08024, -4.12219)
O (0.67466, -5.25872, -4.80155)
C (0.57651, -6.45570, -4.06905)
C (0.81381, -2.92862, -4.90644)
C (0.85482, -1.68292, -4.32435)
C (0.91778, 0.98116, -2.87044)
S (0.88704, 2.24186, -1.69748)
H (-3.09186, 3.36111, 5.11432)
H (-3.10682, 1.99466, 3.99778)
H (-2.73565, 1.73689, 5.70288)
H (-0.62726, 2.98698, 5.50043)
H (-0.65413, 1.66585, 4.33527)
H (-1.70285, 5.10791, 4.65832)
H (-1.21432, 5.53546, 3.01671)
H (0.71351, 4.95118, 5.31227)
H (1.17798, 5.40157, 3.67518)
H (0.30115, 6.55355, 4.69370)
H (-2.25900, 3.72800, 1.99787)
H (-1.49764, 2.14176, 2.19476)
H (0.02055, 4.60863, 1.24989)
H (-0.72759, 3.43981, 0.15742)
H (1.78734, 3.09072, 0.66830)
H (1.26976, 2.66390, 2.32554)
H (0.98158, -2.40948, 2.30568)
H (-0.82068, -4.12076, 1.49283)
H (-2.81736, -2.90150, 0.30757)
H (0.64701, -2.59714, -1.08731)
H (0.56620, -4.81737, -2.10082)
H (0.57161, -7.25444, -4.80909)
H (1.43235, -6.58886, -3.39947)
H (-0.35018, -6.49658, -3.48741)
H (0.86100, -3.04425, -5.97782)
H (0.93448, -0.80980, -4.95296)
H (1.00711, 1.23188, -3.90648)

Cartesian forces (eV/Å) of the 2 atoms listed first:
0.3 0.2 -0.1
-0.2 -0.2 0.1

=====

> What is the largest force on an atom in the sixth record?

1.4 eV/Å